Formula: C4H7NO2
Source: the OMol25 dataset
Level of theory: wB97M-V/def2-TZVPD

XYZ file:
```
14
Properties=species:S:1:pos:R:3:nbo_charge:R:1
C 0.71358 -0.83802 -2.30742 0.194
C 0.06906 0.15747 2.89575 -0.719
C -0.28332 -1.60492 -2.65360 -0.167
C 0.07664 -0.00253 1.39619 0.798
N 1.60102 -0.03193 -2.08473 -0.741
O 1.25183 0.37729 0.96913 -0.693
O -0.91278 -0.45537 0.88180 -0.609
H -0.75372 0.82239 3.29453 0.241
H -0.27951 -0.86468 3.35885 0.229
H 1.01671 0.38699 3.15739 0.214
H -0.97134 -1.46014 -3.50279 0.141
H -0.31558 -2.51407 -2.10947 0.177
H 1.34621 0.54492 -0.03339 0.526
H 2.44628 -0.21651 -2.61934 0.411
```

## Properties
⟨S²⟩: 2.010
Multiplicity: 3
HOMO level (spin up / spin down): -5.163 / -9.982 eV
Energy above the lowest of the compared OMol25 structures with the same formula, charge and spin: 25.64 kcal/mol
Orbital gap (spin up / spin down): 6.0 / 7.3 eV